12
Properties=species:S:1:pos:R:3 method="wB97M-V/def2-TZVPD" relative_energy_kcal_mol=78.7 homo_ev=-8.45 mol_weight_da=119.15 energy_ev=-19505.53765 multiplicity=1 gap_ev=8.9661 smiles="[H]/N=C/NOC(N)=S"
H 4.01 -0.47 -0.82
N 3.43 -0.28 0.06
C 2.24 -0.03 -0.40
N 1.19 0.18 0.57
O 0.06 -0.55 0.01
C -1.01 0.21 0.07
N -0.96 1.54 -0.05
S -2.42 -0.63 -0.07
H 1.82 -0.02 -1.41
H 1.51 -0.35 1.48
H -0.17 2.17 -0.23
H -1.91 2.04 -0.10


12
Properties=species:S:1:pos:R:3 method="wB97M-V/def2-TZVPD" relative_energy_kcal_mol=32.2 homo_ev=-9.69 mol_weight_da=119.15 energy_ev=-19507.55331 multiplicity=1 gap_ev=10.1673
H -0.39 -2.99 -0.27
N -0.26 -2.19 -0.89
C -0.19 -1.01 -0.38
N -0.29 -0.72 1.01
S 0.94 0.18 1.81
N -0.10 0.07 -1.20
C -0.54 1.32 -0.97
O -0.58 2.16 -1.81
H -0.52 -1.63 1.45
H 0.22 1.21 2.23
H 0.30 -0.18 -2.10
H -1.09 1.50 -0.03


12
Properties=species:S:1:pos:R:3 method="wB97M-V/def2-TZVPD" relative_energy_kcal_mol=85.2 homo_ev=-9.51 mol_weight_da=119.15 energy_ev=-19505.25630 multiplicity=1 gap_ev=10.0857
H -1.59 -1.72 -0.13
N -2.20 -0.94 -0.36
C -1.65 0.17 -0.13
N -0.34 0.44 0.31
S 0.08 2.08 0.19
C 0.52 -0.53 0.83
N 1.66 -0.91 0.38
O 2.07 -0.06 -0.65
H -2.24 1.09 -0.27
H 0.73 1.94 -0.98
H 0.11 -1.06 1.73
H 2.85 -0.49 -0.93


13
Properties=species:S:1:pos:R:3 method="wB97M-V/def2-TZVPD" relative_energy_kcal_mol=212.8 homo_ev=-8.68 mol_weight_da=151.22 energy_ev=-30334.03901 multiplicity=1 gap_ev=6.9567
C 0.33 0.19 -0.02
C -0.60 -0.96 0.47
H 1.95 2.22 0.91
H -0.69 2.12 0.43
H 0.12 -1.52 1.28
H -3.86 -1.53 -0.60
H 3.35 -1.07 -0.31
N -0.08 1.49 -0.10
N -1.86 -1.27 0.34
N 1.48 0.02 -0.43
O 0.85 2.34 -0.60
S -3.00 -0.34 -0.74
S 2.02 -1.69 -0.62


11
Properties=species:S:1:pos:R:3 method="wB97M-V/def2-TZVPD" relative_energy_kcal_mol=6.2 homo_ev=-15.62 mol_weight_da=102.06 energy_ev=-15906.26628 multiplicity=1 gap_ev=10.9244 charge=+1 smiles="N#CPC(N)=[NH2+]"
N -3.72 -1.00 0.14
C -2.95 -0.17 -0.01
P -1.84 1.25 -0.15
C -0.13 0.18 -0.36
N -0.27 -1.12 -0.34
N 1.05 0.70 -0.10
H -1.54 1.17 1.32
H 0.55 -1.71 -0.43
H -1.15 -1.53 -0.64
H 1.85 0.17 0.23
H 1.21 1.63 -0.34


11
Properties=species:S:1:pos:R:3 method="wB97M-V/def2-TZVPD" relative_energy_kcal_mol=96.3 homo_ev=-8.23 mol_weight_da=103.15 energy_ev=-17456.93784 multiplicity=1 gap_ev=8.3381
C 0.16 -0.21 -0.82
C -0.53 0.64 0.14
N -0.39 -1.46 -1.12
N -0.14 -1.87 -2.29
N 0.59 0.40 -2.08
S 0.62 -0.78 -3.25
H 1.47 -0.69 -0.07
H -0.62 0.12 1.08
H -1.48 0.93 -0.13
H 0.01 1.60 0.29
H 1.41 0.87 -1.98


12
Properties=species:S:1:pos:R:3 method="wB97M-V/def2-TZVPD" relative_energy_kcal_mol=121.4 homo_ev="-7.80 / -8.64" mol_weight_da=135.22 energy_ev=-28291.40179 multiplicity=1 gap_ev="5.8863 / 7.7658"
C 1.52 0.38 -2.10
C -1.00 -0.23 0.19
N 0.20 0.41 -1.57
N 0.20 -0.03 -0.30
N -1.18 -0.43 1.47
S 1.47 -0.38 0.70
S 1.93 1.22 -3.67
H 2.29 0.71 -1.28
H 1.84 -0.70 -2.23
H -1.80 0.18 -0.45
H -2.05 -0.12 1.86
H -0.14 -0.41 1.88


12
Properties=species:S:1:pos:R:3 method="wB97M-V/def2-TZVPD" relative_energy_kcal_mol=81.0 homo_ev=-8.76 mol_weight_da=135.22 energy_ev=-28293.15715 multiplicity=1 gap_ev=8.6312 smiles="[H]/N=N/NCC(=S)S"
H 1.95 0.99 1.78
N 1.31 0.81 1.10
N 1.71 -0.16 0.38
N 0.84 -0.60 -0.52
C -0.27 0.20 -0.86
C -1.62 -0.24 -0.35
S -2.99 -0.53 -1.13
S -1.65 -0.49 1.38
H 1.31 -1.31 -1.13
H -0.27 0.42 -1.90
H -0.03 1.25 -0.35
H -0.29 -0.34 1.60